[1]
Below is a 2-piece molecular cluster, C38H36N overall in a non-equilibrium geometry, with properties calculated with ωB97M-V/def2-TZVPD.

```
! RIJCOSX wB97M-V def2-TZVPD def2/J DEFGRID3
* xyz 1 1
C 5.629 -3.512 3.155
C 4.345 -3.773 3.652
C 3.335 -2.815 3.550
C 3.585 -1.560 2.943
C 2.518 -0.570 2.755
C 1.180 -1.015 2.593
C 0.030 -0.246 2.530
C -1.324 -0.713 2.702
C -2.359 0.244 2.903
C -3.676 -0.150 3.099
C -4.019 -1.510 3.083
C -3.010 -2.469 2.910
C -1.681 -2.086 2.715
C 2.880 0.848 2.787
C 2.181 1.836 2.061
C 2.447 3.196 2.234
C 3.508 3.613 3.048
C 4.296 2.647 3.686
C 3.969 1.297 3.588
C 4.907 -1.299 2.496
C 5.909 -2.264 2.585
H 6.404 -4.280 3.198
H 4.128 -4.735 4.117
H 2.348 -3.014 3.973
H 1.047 -2.099 2.562
H 0.111 0.839 2.523
H -2.094 1.304 2.912
H -4.447 0.604 3.267
H -5.057 -1.814 3.231
H -3.271 -3.527 2.932
H -0.901 -2.835 2.566
H 1.411 1.523 1.353
H 1.823 3.935 1.726
H 3.738 4.675 3.159
H 5.167 2.947 4.271
H 4.561 0.568 4.148
H 5.148 -0.319 2.076
H 6.905 -2.034 2.203
C -4.276 3.435 -4.714
C -3.639 2.594 -5.635
C -2.698 1.657 -5.199
C -2.381 1.563 -3.839
C -1.384 0.492 -3.385
C -2.028 -0.895 -3.306
C -1.390 -2.017 -3.853
C -1.972 -3.281 -3.728
C -3.216 -3.429 -3.107
C -3.887 -2.297 -2.637
C -3.296 -1.033 -2.737
C -0.719 0.884 -2.045
C 0.190 2.128 -2.195
C 1.507 1.798 -1.469
C 1.444 0.287 -1.152
N 0.108 -0.104 -1.467
C -3.033 2.389 -2.917
C -3.979 3.323 -3.355
H -5.009 4.168 -5.050
H -3.875 2.664 -6.697
H -2.206 0.983 -5.907
H -0.566 0.451 -4.127
H -0.449 -1.885 -4.395
H -1.446 -4.152 -4.119
H -3.659 -4.418 -2.990
H -4.872 -2.386 -2.182
H -3.828 -0.141 -2.397
H -1.520 1.069 -1.310
H 0.391 2.289 -3.262
H -0.305 3.027 -1.815
H 2.361 1.996 -2.126
H 1.615 2.391 -0.555
H 2.184 -0.246 -1.783
H 1.691 0.041 -0.108
H -0.227 -1.036 -1.274
H -2.828 2.305 -1.846
H -4.476 3.948 -2.613
*
```

energy above the lowest of the compared OMol25 structures with the same formula, charge and spin	18.6	kJ/mol
E	-1524.11166	Ha
orbital gap	4.594	eV
LUMO energy	-5.46	eV
F_max	0.02247	Eh/bohr
highest occupied orbital energy	-10.1	eV

***

[2]
Below is C38H37As2N7O4Ru as an isolated structure in a non-equilibrium geometry, with properties calculated with ωB97M-V/def2-TZVPD.

```
! RIJCOSX wB97M-V def2-TZVPD def2/J DEFGRID3
* xyz 1 6
Ru -1.320 0.954 0.095
C 8.655 -1.222 2.016
O 8.430 -2.394 1.265
C 7.496 -2.367 0.288
C 6.673 -1.270 0.015
C 5.769 -1.318 -1.014
C 5.638 -2.472 -1.826
C 6.473 -3.575 -1.543
C 7.371 -3.518 -0.510
N 4.758 -2.516 -2.828
N 4.119 -1.513 -3.272
C 3.025 -0.926 -2.821
C 2.811 0.410 -3.227
C 1.958 1.235 -2.538
C 1.174 0.748 -1.474
O 0.500 1.520 -0.693
C 1.143 -0.667 -1.264
N 0.183 -1.137 -0.444
C 0.135 -2.430 -0.200
C 1.069 -3.335 -0.704
C 2.068 -2.871 -1.543
C 2.102 -1.518 -1.879
H 9.503 -1.433 2.664
H 7.786 -0.974 2.633
H 8.900 -0.373 1.372
H 6.744 -0.365 0.600
H 5.148 -0.461 -1.225
H 6.408 -4.448 -2.173
H 8.015 -4.354 -0.297
H 3.439 0.801 -4.013
H 1.882 2.283 -2.788
H -0.678 -2.770 0.432
H 1.001 -4.382 -0.453
H 2.805 -3.551 -1.948
C 0.712 -1.006 2.836
As -0.627 0.336 2.316
C -0.062 1.797 3.497
C -2.254 -0.272 3.238
C -2.225 -1.148 4.318
C -3.405 -1.660 4.840
C -4.622 -1.311 4.277
C -4.663 -0.407 3.224
C -3.489 0.123 2.705
As -3.413 1.426 1.237
C -3.704 3.060 2.285
C -5.138 1.337 0.326
H 0.967 -0.937 3.896
H 1.611 -0.816 2.242
H 0.362 -2.013 2.605
H -0.303 1.554 4.536
H -0.567 2.718 3.198
H 1.018 1.938 3.397
H -1.275 -1.444 4.746
H -3.373 -2.343 5.676
H -5.541 -1.728 4.664
H -5.616 -0.129 2.785
H -4.757 3.130 2.575
H -3.434 3.927 1.679
H -3.086 3.056 3.186
H -5.971 1.414 1.030
H -5.220 0.418 -0.255
H -5.189 2.184 -0.366
N -4.704 -3.768 0.788
C -4.226 -2.840 -0.061
C -3.221 -1.922 0.315
N -2.754 -1.031 -0.542
C -3.237 -1.026 -1.782
C -4.241 -1.923 -2.141
N -4.738 -2.801 -1.294
H -4.395 -3.825 1.741
H -5.430 -4.379 0.458
H -2.798 -1.941 1.316
H -2.822 -0.313 -2.482
H -4.665 -1.917 -3.135
O -2.491 1.326 -3.598
C -2.139 2.228 -2.869
N -2.033 2.162 -1.499
C -1.532 3.328 -1.002
O -1.366 3.510 0.203
C -1.292 4.267 -2.119
C -0.745 5.531 -2.183
C -0.680 6.138 -3.435
C -1.172 5.507 -4.567
C -1.696 4.218 -4.504
C -1.728 3.605 -3.271
H -0.372 6.026 -1.300
H -0.241 7.119 -3.531
H -1.139 6.017 -5.518
H -2.061 3.712 -5.382
*
```

energy above the lowest of the compared OMol25 structures with the same formula, charge and spin	0.0	kJ/mol
E	-6720.64179	Ha
orbital gap (spin up / spin down)	5.393 / 5.200	eV
LUMO energy (spin up / spin down)	-3.05 / -4.77	eV
F_max	0.04459	Eh/bohr
highest occupied orbital energy (spin up / spin down)	-8.4 / -10.0	eV
<S²>	8.89

***

[3]
Below is C38H37AuBFN5P2S2 as an isolated structure, with properties calculated with ωB97M-V/def2-TZVPD.

```
! RIJCOSX wB97M-V def2-TZVPD def2/J DEFGRID3
* xyz 1 1
Au 0.226 -0.005 0.691
C -2.396 3.440 -0.593
N -1.559 2.767 -1.571
C -1.875 2.637 -2.901
C -0.797 2.080 -3.498
N 0.171 1.876 -2.548
B 1.648 1.458 -2.942
N 1.755 -0.087 -3.123
C 1.688 -0.729 -4.340
C 2.062 -2.017 -4.165
N 2.352 -2.161 -2.826
C 2.923 -3.337 -2.194
C 2.144 -0.983 -2.203
S 2.410 -0.720 -0.527
C -0.312 2.283 -1.368
S 0.490 2.304 0.184
H -3.351 3.663 -1.063
H -1.929 4.367 -0.266
H -2.558 2.802 0.269
H -2.818 2.970 -3.298
H -0.620 1.849 -4.533
H 2.398 1.840 -2.095
H 1.828 1.942 -4.031
H 1.429 -0.200 -5.238
H 2.177 -2.827 -4.862
H 3.053 -4.105 -2.952
H 2.264 -3.700 -1.408
H 3.888 -3.089 -1.758
N -2.079 -1.846 1.376
P -2.507 -0.305 0.745
C -3.276 0.555 2.152
C -2.695 1.706 2.672
C -3.259 2.337 3.774
C -4.395 1.810 4.366
C -4.974 0.650 3.861
C -4.421 0.029 2.754
C -3.932 -0.681 -0.311
C -4.066 -1.907 -0.958
C -5.115 -2.116 -1.844
C -6.026 -1.102 -2.098
C -5.894 0.124 -1.458
C -4.854 0.335 -0.569
P -0.427 -2.140 1.338
C -0.203 -3.417 0.076
C 0.296 -4.681 0.381
C 0.345 -5.661 -0.603
C -0.092 -5.378 -1.888
C -0.572 -4.111 -2.202
C -0.627 -3.133 -1.224
C 0.154 -2.844 2.878
C 1.505 -2.700 3.188
C 2.002 -3.253 4.357
C 1.152 -3.935 5.218
C -0.194 -4.078 4.909
C -0.696 -3.535 3.736
H -2.754 -2.524 1.706
H -1.770 2.085 2.252
H -2.799 3.230 4.177
H -4.832 2.298 5.227
H -5.861 0.239 4.324
H -4.895 -0.857 2.346
H -3.351 -2.701 -0.780
H -5.219 -3.075 -2.335
H -6.842 -1.267 -2.789
H -6.611 0.913 -1.643
H -4.774 1.285 -0.051
H 0.626 -4.909 1.385
H 0.719 -6.647 -0.361
H -0.056 -6.145 -2.651
H -0.904 -3.888 -3.207
H -1.012 -2.147 -1.470
H 2.159 -2.147 2.523
H 3.049 -3.138 4.602
H 1.540 -4.354 6.137
H -0.853 -4.610 5.582
H -1.748 -3.651 3.505
F 2.011 1.360 6.479
C 1.578 1.097 5.234
C 0.334 0.518 5.072
C -0.106 0.240 3.785
C 0.691 0.551 2.693
C 1.936 1.134 2.878
C 2.390 1.410 4.163
H -0.271 0.286 5.938
H -1.075 -0.228 3.665
H 2.576 1.369 2.036
H 3.358 1.861 4.333
*
```

energy above the lowest of the compared OMol25 structures with the same formula, charge and spin	96.5	kJ/mol
E	-3483.43341	Ha
orbital gap (spin up / spin down)	6.170 / 6.169	eV
LUMO energy (spin up / spin down)	-3.86 / -3.86	eV
F_max	0.01041	Eh/bohr
highest occupied orbital energy (spin up / spin down)	-10.0 / -10.0	eV

***

[4]
Below is C38H37N3O3PSiTc as an isolated structure in a non-equilibrium geometry, with properties calculated with ωB97M-V/def2-TZVPD.

```
! RIJCOSX wB97M-V def2-TZVPD def2/J DEFGRID3
* xyz 1 4
Tc -0.374 -0.917 1.289
O -1.108 0.484 4.740
C -0.960 0.147 3.568
N -0.279 -0.848 3.065
C 0.457 -1.804 3.568
O 0.732 -2.049 4.740
C 1.016 -2.701 2.433
C 1.823 -3.769 2.814
C 2.346 -4.601 1.827
C 2.052 -4.348 0.490
C 1.241 -3.266 0.180
N 0.714 -2.437 1.098
C -1.641 0.956 2.433
C -2.407 2.053 2.814
C -3.036 2.808 1.827
C -2.887 2.451 0.490
C -2.109 1.345 0.180
N -1.483 0.588 1.098
H 2.033 -3.940 3.864
H 2.977 -5.438 2.105
H 2.447 -4.980 -0.296
H 0.985 -3.030 -0.847
H -2.504 2.306 3.864
H -3.638 3.667 2.105
H -3.366 3.021 -0.296
H -1.963 1.028 -0.847
C 1.155 0.620 2.780
Si 0.377 1.394 1.289
C 0.930 0.598 -0.286
C 0.574 3.256 1.298
C -0.046 4.029 2.296
C 0.094 5.419 2.317
C 0.854 6.059 1.342
C 1.475 5.311 0.346
C 1.338 3.920 0.323
H 2.235 0.791 2.797
H 0.988 -0.462 2.793
H 0.736 1.031 3.704
H 2.008 0.713 -0.433
H 0.424 1.035 -1.152
H 0.709 -0.474 -0.281
H -0.645 3.560 3.076
H -0.390 6.001 3.096
H 0.962 7.140 1.358
H 2.069 5.808 -0.417
H 1.840 3.368 -0.469
O 1.493 -0.917 1.289
H 2.100 -1.696 1.204
H 2.100 -0.139 1.374
C -2.870 -4.370 -2.940
C -3.482 -3.179 -2.563
C -2.720 -2.147 -2.006
C -1.327 -2.266 -1.843
C -0.738 -3.484 -2.216
C -1.500 -4.525 -2.760
P -0.374 -0.917 -1.052
C -1.075 0.602 -1.767
C -1.479 0.727 -3.106
C -2.037 1.918 -3.582
C -2.209 3.000 -2.724
C -1.820 2.895 -1.391
C -1.256 1.707 -0.918
C 1.300 -1.064 -1.758
C 2.209 -1.927 -1.115
C 3.513 -2.100 -1.590
C 3.943 -1.398 -2.710
C 3.071 -0.521 -3.348
C 1.764 -0.355 -2.873
H -3.461 -5.178 -3.362
H -4.553 -3.052 -2.691
H -3.238 -1.240 -1.699
H 0.325 -3.660 -2.081
H -1.018 -5.460 -3.034
H -1.361 -0.104 -3.798
H -2.339 1.995 -4.623
H -2.647 3.924 -3.092
H -1.957 3.736 -0.716
H -0.966 1.651 0.129
H 1.904 -2.486 -0.231
H 4.189 -2.782 -1.081
H 4.955 -1.527 -3.082
H 3.404 0.041 -4.216
H 1.130 0.350 -3.401
H -1.724 -1.898 1.289
*
```

energy above the lowest of the compared OMol25 structures with the same formula, charge and spin	1350.1	kJ/mol
E	-2570.18845	Ha
orbital gap (spin up / spin down)	5.548 / 5.061	eV
LUMO energy (spin up / spin down)	-3.66 / -4.17	eV
F_max	0.31884	Eh/bohr
highest occupied orbital energy (spin up / spin down)	-9.2 / -9.2	eV
<S²>	3.84

***

[5]
Below is C38H38AsCaN5O11P2 as an isolated structure in a non-equilibrium geometry, with properties calculated with ωB97M-V/def2-TZVPD.

```
! RIJCOSX wB97M-V def2-TZVPD def2/J DEFGRID3
* xyz 0 1
Ca -0.210 0.001 -0.198
C 4.550 1.086 -0.773
C 3.217 0.654 -0.764
N 2.281 1.210 -0.027
C 2.611 2.252 0.754
C 3.915 2.780 0.796
C 4.897 2.156 0.009
C 4.200 3.924 1.613
C 3.228 4.512 2.337
C 1.889 3.996 2.331
C 0.855 4.592 3.070
C -0.399 4.046 3.018
C -0.602 2.889 2.251
N 0.350 2.301 1.558
C 1.575 2.857 1.570
H 5.277 0.581 -1.395
H 2.888 -0.166 -1.393
H 5.912 2.534 0.027
H 5.212 4.311 1.622
H 3.438 5.385 2.942
H 1.062 5.475 3.663
H -1.229 4.479 3.559
H -1.580 2.432 2.193
O -2.805 0.930 0.908
C -3.249 -0.257 1.527
C -2.254 -0.640 2.599
C -2.669 -1.230 3.789
C -1.721 -1.536 4.750
C -0.391 -1.229 4.505
C -0.065 -0.654 3.289
N -0.971 -0.379 2.352
H -3.126 0.993 -0.009
H -3.342 -1.073 0.805
H -4.231 -0.116 1.991
H -3.720 -1.428 3.955
H -2.018 -1.994 5.685
H 0.381 -1.435 5.233
H 0.960 -0.418 3.029
N -2.638 0.240 -3.911
C -1.335 1.011 -3.761
C -1.104 1.788 -5.060
P -0.036 -0.383 -3.613
O 1.028 -0.069 -4.791
O -0.831 -1.581 -4.006
O 0.729 -0.318 -2.324
P -1.681 2.190 -2.317
O -1.520 3.656 -2.972
O -3.121 1.949 -2.000
O -0.635 2.047 -1.260
H -2.369 -0.770 -3.915
H -3.119 0.479 -4.773
H -3.228 0.496 -3.097
H -0.996 1.111 -5.909
H -0.187 2.369 -4.987
H -1.918 2.491 -5.246
H 1.811 0.341 -4.407
H -0.716 4.072 -2.641
O 1.394 -1.475 0.785
As 2.031 -2.918 0.310
C 3.782 -3.075 1.088
C 4.732 -3.970 0.606
C 5.965 -4.070 1.237
C 6.245 -3.279 2.343
C 5.296 -2.386 2.821
C 4.063 -2.283 2.194
C 2.222 -3.164 -1.575
C 3.364 -2.701 -2.224
C 3.458 -2.804 -3.601
C 2.414 -3.368 -4.325
C 1.281 -3.830 -3.676
C 1.180 -3.734 -2.296
C 0.973 -4.349 1.027
C 1.257 -5.676 0.726
C 0.499 -6.688 1.295
C -0.537 -6.369 2.163
C -0.821 -5.043 2.456
C -0.068 -4.028 1.886
H 4.518 -4.588 -0.258
H 6.705 -4.764 0.861
H 7.206 -3.358 2.833
H 5.517 -1.768 3.681
H 3.320 -1.575 2.542
H 4.175 -2.255 -1.658
H 4.340 -2.441 -4.112
H 2.480 -3.430 -5.403
H 0.452 -4.228 -4.243
H 0.277 -4.054 -1.792
H 2.060 -5.926 0.040
H 0.713 -7.721 1.058
H -1.131 -7.159 2.605
H -1.639 -4.794 3.120
H -0.296 -2.988 2.078
O -2.939 -2.789 -1.595
N -2.104 -2.029 -1.151
O -2.221 -0.771 -1.293
O -1.098 -2.421 -0.517
*
```

energy above the lowest of the compared OMol25 structures with the same formula, charge and spin	0.0	kJ/mol
E	-6168.74492	Ha
orbital gap	8.920	eV
LUMO energy	0.23	eV
F_max	0.01966	Eh/bohr
highest occupied orbital energy	-8.7	eV